{"formula": "C2H6NO2", "method": "wB97M-V/def2-TZVPD", "species": ["C", "C", "N", "O", "O", "H", "H", "H", "H", "H", "H"], "xyz": [[-0.7150, 0.5985, -1.6470], [0.2213, 0.4503, 0.4829], [-0.8638, 0.6917, -0.3685], [-1.9909, 0.7915, 0.1931], [1.2693, -1.9614, 1.7749], [-1.4364, 0.7880, -2.3792], [0.3118, 0.7911, -1.9727], [1.2728, -2.5350, 0.9108], [1.2035, 0.7637, -0.0354], [-0.1150, 0.6853, 1.5824], [0.8423, -1.0638, 1.4588]], "forces_ev_per_angstrom": [[2.27, 0.70, -2.01], [0.77, 1.04, 1.19], [0.50, -1.23, 2.00], [-1.47, 0.21, 0.11], [-0.37, -0.51, -2.48], [-1.50, 0.26, -0.29], [-0.26, -0.53, 0.02], [-0.15, 1.95, 2.48], [-1.44, -0.37, 1.48], [1.17, 0.15, -2.29], [0.47, -1.66, -0.21]], "e_above_lowest_kj_mol": 494.9, "e_tot_ha": -284.9226, "charge": -1}